Molecular formula: C91H82F40O18S5
Method: DFT, wB97M-V/def2-TZVPD

The HOMO-LUMO gap is 6.7 eV. The calculation puts the LUMO energy at -1.63 eV.

CARTESIAN COORDINATES (ANGSTROEM)
1 C -0.7775 1.4953 0.9008
2 C -1.6150 0.3168 1.3176
3 C -0.9422 -0.3792 2.5701
4 F -0.3007 0.3684 3.4473
5 F -1.7405 -1.2861 3.3248
6 F -2.8609 0.5419 1.6600
7 F -1.6722 -0.6267 0.3751
8 O 0.5256 1.1104 0.5969
9 C 1.3765 2.2417 0.2418
10 C 2.7770 1.7006 -0.0770
11 F 3.6347 2.6024 -0.5162
12 F 3.3607 1.0003 0.9625
13 F 0.9298 2.9474 -0.7983
14 F 1.5143 3.0183 1.2571
15 H -0.7035 2.2383 1.6948
16 H -1.2728 1.9317 0.0333
17 H -0.1972 -1.0694 2.1742
18 H 2.7514 1.0270 -0.9336
19 C -0.8337 5.8074 1.0529
20 C -0.4141 7.0331 1.9253
21 C -1.5815 7.4550 2.8018
22 F -2.4707 6.5483 3.3216
23 F -1.1677 8.2531 3.8203
24 F 0.5481 6.5909 2.7639
25 F 0.0299 8.0381 1.2858
26 O -1.8948 6.1109 0.1386
27 C -2.0537 5.2665 -1.0302
28 C -3.4767 5.5887 -1.5072
29 F -3.8662 4.8503 -2.5485
30 F -4.3499 5.4287 -0.5236
31 F -1.0342 5.3950 -1.9460
32 F -2.0253 3.9253 -0.7010
33 H -1.0413 4.8723 1.5729
34 H 0.0421 5.4855 0.4895
35 H -2.1889 8.1364 2.2060
36 H -3.5993 6.6316 -1.7996
37 C 8.8894 2.8514 -1.0159
38 C 10.4183 3.2822 -1.2281
39 C 11.1880 3.3735 0.1845
40 F 11.3071 2.2010 0.7364
41 F 12.5198 3.7553 0.1115
42 F 11.0264 2.4707 -2.0634
43 F 10.4754 4.4940 -1.7314
44 O 8.2152 3.6617 -0.0534
45 C 7.2718 3.0031 0.7514
46 C 6.2412 3.9730 1.4634
47 F 5.5217 3.4681 2.4747
48 F 6.9148 5.0376 1.9005
49 F 6.5940 1.9789 0.2084
50 F 8.0092 2.3537 1.7292
51 H 8.9567 1.8181 -0.6755
52 H 8.3482 2.8246 -1.9617
53 H 10.5806 3.9559 0.8773
54 H 5.5106 4.2449 0.7015
55 C 4.3937 0.9264 6.7898
56 C 3.8792 1.4865 5.4514
57 C 2.8715 0.4552 4.8495
58 F 1.8177 0.1678 5.5954
59 F 2.3991 0.9817 3.7072
60 F 3.3346 2.6247 5.7195
61 F 4.8914 1.7438 4.5838
62 O 5.5971 1.5948 7.1887
63 C 6.6608 0.8637 7.8344
64 C 8.0169 1.5511 7.4328
65 F 9.1303 0.9094 7.7575
66 F 8.1632 1.9529 6.1603
67 F 6.4409 0.7589 9.1632
68 F 6.7575 -0.3695 7.4303
69 H 4.6333 -0.1091 6.5483
70 H 3.6239 0.9365 7.5614
71 H 3.3413 -0.4826 4.5528
72 H 8.1136 2.4046 8.1038
73 C 0.5522 -5.2813 1.5418
74 C -0.6623 -5.7443 0.7359
75 C -1.8270 -4.7230 0.6223
76 F -2.3820 -4.2518 1.7244
77 F -1.6247 -3.4982 -0.0087
78 F -0.3688 -5.9333 -0.5531
79 F -1.0309 -6.9585 1.2518
80 O 1.0491 -4.0417 1.1838
81 C 2.2496 -3.5043 1.7325
82 C 2.6778 -2.0882 1.2069
83 F 3.7987 -1.5192 1.6397
84 F 2.7383 -2.1172 -0.1197
85 F 2.0776 -3.3022 3.0466
86 F 3.2219 -4.4521 1.7188
87 H 1.2876 -6.0831 1.4761
88 H 0.3213 -5.1360 2.5972
89 H -2.6441 -5.1730 0.0584
90 H 1.8571 -1.3991 1.4061
91 C -0.9053 -3.0351 5.8941
92 S -1.8693 -1.6852 6.7595
93 O -2.7973 -2.4519 7.7007
94 C -0.5248 -0.8790 7.7905
95 H -1.5659 -3.5879 5.2261
96 H -0.4219 -3.6821 6.6261
97 H -0.1610 -2.5171 5.2893
98 H -0.8264 0.0559 8.2630
99 H 0.2610 -0.7189 7.0523
100 H -0.3172 -1.5561 8.6191
101 C 4.3453 2.0440 -4.0927
102 S 2.4948 1.8807 -4.4118
103 O 2.0407 2.8579 -5.4646
104 C 2.5748 0.3460 -5.3792
105 H 4.7338 1.0867 -3.7451
106 H 4.5068 2.7781 -3.3034
107 H 4.9710 2.4702 -4.8769
108 H 3.3942 0.5857 -6.0568
109 H 1.6733 0.1923 -5.9724
110 H 2.8190 -0.5439 -4.7990
111 C 3.1247 8.1898 -0.0860
112 S 3.5997 6.4091 -0.2839
113 O 3.0429 5.6612 0.9537
114 C 2.6001 5.7808 -1.6488
115 H 3.4725 8.6620 0.8328
116 H 2.0660 8.2631 0.1624
117 H 3.2322 8.7451 -1.0178
118 H 2.8442 4.7612 -1.9470
119 H 2.8446 6.4439 -2.4786
120 H 1.5238 5.8881 -1.5147
121 C -5.5252 -0.6692 3.8779
122 S -6.4253 -2.2377 3.9274
123 O -7.7516 -2.0658 3.1533
124 C -5.2761 -3.3557 2.9742
125 H -5.6926 0.0049 4.7180
126 H -5.9283 -0.1212 3.0262
127 H -4.4450 -0.8144 3.8862
128 H -5.7820 -4.3211 2.9804
129 H -4.3653 -3.2643 3.5660
130 H -5.2003 -3.2092 1.8967
131 C -0.1576 3.5336 4.1546
132 S -1.8667 3.2476 4.6271
133 O -2.6192 2.3822 3.6415
134 C -1.4439 2.1452 6.0362
135 H 0.4381 4.1433 4.8340
136 H 0.0253 3.8934 3.1420
137 H 0.2981 2.5575 4.3210
138 H -2.3463 2.0705 6.6430
139 H -0.6318 2.6682 6.5413
140 H -1.1189 1.1607 5.6996
141 C 0.2403 -1.0451 -2.5269
142 C -0.1353 -0.0223 -3.3097
143 C -0.7979 -0.2768 -4.4982
144 C -1.1827 -1.5564 -4.7916
145 C -0.7945 -2.6391 -3.9534
146 C -0.0628 -2.4193 -2.8156
147 C -1.0624 -4.0815 -4.2057
148 O -0.7285 -4.9841 -3.4437
149 C -1.7627 -4.3345 -5.4567
150 C -2.0392 -5.6733 -5.8629
151 C -2.7725 -5.9844 -6.9830
152 C -3.4205 -4.9874 -7.6978
153 C -3.1498 -3.5837 -7.3714
154 C -2.2471 -3.2547 -6.2530
155 C -2.0644 -1.8332 -5.9851
156 O -2.7152 -0.9206 -6.5419
157 H 0.8851 -0.9440 -1.6664
158 H 0.1287 0.9808 -3.0091
159 H -1.1301 0.5613 -5.0929
160 H 0.3518 -3.1079 -2.0943
161 H -1.7222 -6.5063 -5.2528
162 H -3.0625 -6.9977 -7.2189
163 H -4.1057 -5.1810 -8.5098
164 H -3.5268 -2.8713 -8.0902
165 C -9.8399 -6.5140 -5.0562
166 C -8.6233 -6.6016 -5.7041
167 C -7.5120 -5.8974 -5.3436
168 C -7.5285 -5.1153 -4.1488
169 C -8.7514 -5.0331 -3.4528
170 C -9.8835 -5.7322 -3.9326
171 C -8.8106 -4.1287 -2.1915
172 O -9.9047 -3.8806 -1.6172
173 C -7.4581 -3.4808 -1.7765
174 C -7.4513 -2.6423 -0.6318
175 C -6.2829 -2.0622 -0.0656
176 C -5.1113 -2.3124 -0.7752
177 C -5.0386 -3.1566 -1.8907
178 C -6.2377 -3.7294 -2.3933
179 C -6.2031 -4.5383 -3.6691
180 O -5.1433 -4.6214 -4.2244
181 H -10.6677 -7.0902 -5.4424
182 H -8.6284 -7.1481 -6.6356
183 H -6.6352 -6.0835 -5.9460
184 H -10.7691 -5.6176 -3.3251
185 H -8.2983 -2.4935 0.0215
186 H -6.2855 -1.4412 0.8180
187 H -4.1236 -2.0096 -0.4600
188 H -4.0806 -3.3984 -2.3266
189 C -4.1737 0.8712 -2.6454
190 C -4.0364 1.4888 -1.3595
191 C -5.1436 1.6978 -0.4962
192 C -6.3777 1.4164 -0.8580
193 C -6.5552 0.7357 -2.1607
194 C -5.4665 0.5446 -3.0563
195 C -7.9054 0.3909 -2.6119
196 O -8.0554 -0.0189 -3.7554
197 C -9.0730 0.7318 -1.7480
198 C -10.3315 0.4291 -2.2095
199 C -11.4766 0.9499 -1.5403
200 C -11.3511 1.6397 -0.3589
201 C -10.0723 1.9155 0.1578
202 C -8.9379 1.3935 -0.4679
203 C -7.5414 1.7003 0.0867
204 O -7.4578 2.1993 1.2063
205 H -3.2816 0.5967 -3.1888
206 H -3.0463 1.7691 -1.0319
207 H -4.9847 2.1383 0.4770
208 H -5.6377 0.0060 -3.9766
209 H -10.5563 -0.0831 -3.1333
210 H -12.4752 0.8371 -1.9359
211 H -12.2662 1.9843 0.0997
212 H -10.0020 2.5222 1.0484
213 C 9.3765 -1.4482 1.3630
214 C 8.1193 -1.0237 1.6943
215 C 7.1681 -0.8949 0.7333
216 C 7.3106 -1.5149 -0.4801
217 C 8.5784 -2.1057 -0.8147
218 C 9.5789 -2.0735 0.1749
219 C 8.8175 -2.6314 -2.1888
220 O 9.9215 -2.9146 -2.5938
221 C 7.6247 -2.8416 -3.0372
222 C 7.7546 -3.8052 -4.0477
223 C 6.6455 -3.8936 -4.9196
224 C 5.4706 -3.1915 -4.7510
225 C 5.2962 -2.4345 -3.5946
226 C 6.3930 -2.1438 -2.7278
227 C 6.1789 -1.4350 -1.4150
228 O 5.0822 -0.7788 -1.1942
229 H 10.1593 -1.3722 2.1031
230 H 7.9206 -0.4858 2.6095
231 H 6.1908 -0.4674 0.9019
232 H 10.5599 -2.4772 -0.0278
233 H 8.6857 -4.2913 -4.2989
234 H 6.7780 -4.5881 -5.7360
235 H 4.7259 -3.2791 -5.5283
236 H 4.2973 -2.0996 -3.3571

Results of the Löwdin charge analysis, in e, for atoms 1 through 5: -0.086, -0.485, -0.239, 0.092, 0.016